This record from OMol25 describes C32H41Cl2FN6OSSi2Ti as an isolated structure in a non-equilibrium geometry. The level of theory is wB97M-V/def2-TZVPD.

Geometry (Å):
Ti (0.062, -0.022, 0.496)
C (-1.703, 3.045, -1.166)
C (-0.237, 3.045, -0.846)
C (0.610, 4.008, -1.360)
C (1.963, 3.957, -1.022)
C (2.417, 2.970, -0.188)
C (1.509, 1.993, 0.289)
N (0.192, 2.067, -0.047)
N (1.789, 0.952, 1.073)
Si (3.335, 0.682, 1.802)
C (3.706, 2.162, 2.979)
C (3.256, -0.905, 2.855)
C (4.879, 0.518, 0.665)
H (-2.268, 3.476, -0.337)
H (-2.019, 2.016, -1.311)
H (-1.911, 3.616, -2.067)
H (0.222, 4.781, -2.004)
H (2.649, 4.687, -1.429)
H (3.457, 2.907, 0.087)
H (3.158, 2.074, 3.912)
H (3.436, 3.112, 2.526)
H (4.760, 2.214, 3.230)
H (2.440, -0.894, 3.568)
H (4.179, -1.028, 3.412)
H (3.126, -1.782, 2.231)
H (5.122, 1.428, 0.123)
H (4.742, -0.260, -0.077)
H (5.749, 0.253, 1.260)
C (0.793, -3.665, 3.664)
Si (-0.236, -2.261, 2.848)
C (-2.077, -2.827, 2.684)
C (-0.225, -0.882, 4.190)
N (0.410, -1.771, 1.319)
C (1.093, -2.695, 0.569)
C (0.867, -4.082, 0.650)
C (1.635, -5.008, -0.023)
C (2.668, -4.606, -0.851)
C (2.886, -3.249, -1.021)
C (2.108, -2.342, -0.336)
F (2.368, -1.008, -0.562)
H (0.219, -4.579, 3.775)
H (1.120, -3.366, 4.654)
H (1.683, -3.901, 3.089)
H (-2.584, -2.805, 3.646)
H (-2.158, -3.835, 2.286)
H (-2.621, -2.177, 2.001)
H (0.118, -1.294, 5.135)
H (-1.223, -0.495, 4.372)
H (0.423, -0.047, 3.944)
H (0.046, -4.427, 1.255)
H (1.418, -6.059, 0.103)
H (3.289, -5.332, -1.349)
H (3.667, -2.883, -1.668)
N (-3.213, 4.909, 5.902)
C (-2.718, 4.149, 5.202)
C (-2.125, 3.214, 4.321)
C (-0.796, 3.348, 3.912)
C (-0.283, 2.428, 3.014)
N (-0.990, 1.420, 2.509)
C (-2.250, 1.287, 2.917)
C (-2.866, 2.146, 3.809)
H (-0.192, 4.160, 4.287)
H (0.750, 2.491, 2.692)
H (-2.788, 0.441, 2.509)
H (-3.894, 2.001, 4.103)
C (-4.560, 0.765, 0.227)
S (-3.436, -0.657, -0.177)
C (-3.395, -0.327, -1.987)
O (-2.156, -0.180, 0.423)
H (-5.386, 0.831, -0.467)
H (-3.964, 1.670, 0.198)
H (-4.951, 0.618, 1.227)
H (-4.382, -0.031, -2.323)
H (-3.100, -1.238, -2.496)
H (-2.658, 0.437, -2.212)
Cl (1.088, 1.055, -3.357)
C (0.222, -0.436, -3.544)
C (-0.031, -1.011, -4.764)
C (-0.739, -2.207, -4.831)
C (-1.197, -2.818, -3.671)
C (-0.949, -2.226, -2.454)
Cl (-1.586, -2.848, -0.957)
C (-0.235, -1.000, -2.317)
N (-0.061, -0.400, -1.178)
H (0.307, -0.540, -5.673)
H (-0.933, -2.659, -5.790)
H (-1.758, -3.738, -3.719)

Values from the calculation:
E_tot: -122310.23575 eV
Net charge: 0
Spin multiplicity: 1
Maximum force: 2.52 eV Å⁻¹